Density functional theory data (the ωB97M-V functional and the def2-TZVPD basis) for a molecular structure, C52H42AlBrN2O3P2.

Values from the calculation:
Total energy, eV: -158935.2041
HOMO, eV: -12.43

Geometry as ORCA input:
```
! RIJCOSX wB97M-V def2-TZVPD def2/J DEFGRID3
* xyz 2 1
Al 0.06 -0.23 -0.25
O 2.14 0.75 -3.71
C 2.86 1.81 -3.25
C 3.73 2.43 -4.14
C 4.48 3.52 -3.73
C 4.39 3.99 -2.42
C 3.53 3.36 -1.54
C 2.75 2.28 -1.95
C 1.77 1.72 -0.96
O 1.49 0.35 -1.07
N 0.45 2.38 -1.12
N -0.52 1.76 -0.41
C -1.59 2.37 -0.06
C -2.70 1.69 0.57
Br -2.56 -0.21 0.48
C -3.81 2.20 1.10
C -4.07 3.63 1.35
C -5.38 4.08 1.26
C -5.67 5.42 1.47
C -4.66 6.31 1.79
C -3.35 5.86 1.93
C -3.06 4.52 1.71
H 1.73 0.30 -2.96
H 3.80 2.04 -5.15
H 5.15 3.99 -4.43
H 4.99 4.83 -2.10
H 3.46 3.70 -0.51
H 2.16 1.94 0.03
H 0.43 3.39 -1.16
H -1.70 3.43 -0.27
H -4.60 1.51 1.37
H -6.17 3.39 1.01
H -6.70 5.77 1.38
H -4.89 7.35 1.97
H -2.57 6.55 2.22
H -2.04 4.17 1.88
O 0.85 -2.91 0.69
C 0.62 -4.00 -0.14
C 0.67 -5.31 0.32
C 0.42 -6.34 -0.57
C 0.09 -6.07 -1.89
C -0.04 -4.76 -2.31
C 0.21 -3.71 -1.43
P -0.47 -2.07 -1.84
C 0.08 -1.63 -3.49
C -0.58 -0.61 -4.19
C -0.18 -0.28 -5.47
C 0.89 -0.94 -6.05
C 1.59 -1.91 -5.34
C 1.19 -2.25 -4.06
C -2.24 -2.51 -1.90
C -3.03 -2.45 -3.04
C -4.33 -2.93 -3.02
C -4.86 -3.48 -1.86
C -4.07 -3.58 -0.72
C -2.77 -3.10 -0.74
C 1.80 -2.90 1.69
C 2.79 -3.86 1.84
C 3.64 -3.78 2.93
C 3.53 -2.76 3.86
C 2.60 -1.76 3.65
C 1.74 -1.81 2.55
P 0.81 -0.32 2.11
C -0.47 -0.07 3.35
C -0.75 -1.05 4.30
C -1.77 -0.85 5.22
C -2.52 0.31 5.19
C -2.26 1.29 4.24
C -1.24 1.10 3.32
C 2.08 0.97 2.31
C 3.30 0.77 1.64
C 4.30 1.72 1.72
C 4.10 2.87 2.48
C 2.91 3.07 3.15
C 1.90 2.11 3.07
H 0.89 -5.52 1.36
H 0.47 -7.36 -0.22
H -0.09 -6.88 -2.59
H -0.39 -4.55 -3.32
H -1.40 -0.07 -3.73
H -0.70 0.50 -6.01
H 1.21 -0.68 -7.06
H 2.44 -2.41 -5.79
H 1.73 -3.02 -3.52
H -2.63 -2.05 -3.97
H -4.94 -2.87 -3.92
H -5.87 -3.86 -1.86
H -4.46 -4.04 0.18
H -2.15 -3.23 0.14
H 2.92 -4.66 1.12
H 4.41 -4.53 3.05
H 4.19 -2.71 4.72
H 2.56 -0.90 4.31
H -0.17 -1.96 4.33
H -1.97 -1.62 5.96
H -3.31 0.46 5.92
H -2.84 2.20 4.22
H -1.05 1.86 2.57
H 3.46 -0.12 1.04
H 5.23 1.56 1.20
H 4.89 3.61 2.55
H 2.76 3.95 3.76
H 0.99 2.27 3.63
*
```

Löwdin atomic charge list, values in e, 5 entries: 0.14 0.06 -0.24 0.01 -0.06

Density functional theory data (the ωB97M-V functional and the def2-TZVPD basis) for 2 unconnected molecules or ions with the total composition C2H7NS2 in a non-equilibrium geometry.

Values from the calculation:
SMILES: C=CN.SS
Total energy, eV: -25346.6023
Relative energy (zero: lowest compared OMol25 entry of this formula, charge and spin), kJ/mol: 139.47
HOMO, eV: -8.37

Geometry as ORCA input:
```
! RIJCOSX wB97M-V def2-TZVPD def2/J DEFGRID3
* xyz 0 1
S 1.56 0.19 -0.05
S 1.44 -1.55 -1.19
H 0.63 -0.02 0.89
H 0.14 -1.85 -1.07
C -1.97 0.43 1.92
C -2.29 1.17 0.87
N -1.65 1.23 -0.37
H -1.29 -0.41 1.85
H -2.28 0.73 2.91
H -3.03 1.95 1.02
H -1.67 0.38 -0.92
H -1.55 2.06 -0.91
*
```

natural (NBO) atomic charge list, values in e, 5 entries: -0.13 -0.14 0.14 0.13 -0.48

Density functional theory data (the ωB97M-V functional and the def2-TZVPD basis) for 2 unconnected molecules or ions with the total composition C7H13NO2S in a non-equilibrium geometry.

Values from the calculation:
SMILES: CC(=O)NC=C(C)C.OC=S
Total energy, eV: -23888.7392
Relative energy (zero: lowest compared OMol25 entry of this formula, charge and spin), kJ/mol: 172.13
HOMO, eV: -8.44

Geometry as ORCA input:
```
! RIJCOSX wB97M-V def2-TZVPD def2/J DEFGRID3
* xyz 0 1
C 0.15 -1.72 -0.27
C -0.43 0.26 0.96
C 3.35 0.94 -0.41
C -1.28 1.07 0.31
C 0.33 -3.20 -0.18
C -1.29 2.53 0.61
C -2.36 0.68 -0.69
N -0.37 -1.14 0.82
O 0.56 -1.08 -1.23
O 2.48 0.93 -1.34
S 3.36 -0.13 0.84
H 0.30 0.76 1.66
H 3.96 1.76 -0.34
H -0.51 -3.78 -0.12
H 0.72 -3.57 -1.21
H 1.03 -3.46 0.70
H -2.00 2.72 1.45
H -1.28 3.17 -0.35
H -0.24 2.79 1.10
H -2.09 1.29 -1.59
H -3.26 1.24 -0.37
H -2.46 -0.34 -0.84
H -0.53 -1.77 1.73
H 1.85 0.06 -1.24
*
```

natural (NBO) atomic charge list, values in e, 5 entries: 0.70 -0.08 0.13 0.05 -0.72

Density functional theory data (the ωB97M-V functional and the def2-TZVPD basis) for a molecular structure, C14H25CuF5N2O5SSi2 in a non-equilibrium geometry.

Values from the calculation:
Total energy, eV: -112941.2943
HOMO, eV: -10.89

Geometry as ORCA input:
```
! RIJCOSX wB97M-V def2-TZVPD def2/J DEFGRID3
* xyz 1 1
C -5.86 -0.98 0.29
C -4.52 -0.20 -0.31
S -3.98 -1.04 -1.89
C -2.48 -0.11 -2.52
Si -0.78 -0.99 -2.10
C -0.83 -2.02 -0.48
C -1.40 -3.57 -0.66
O -2.84 -3.71 -0.28
O -0.56 -2.18 -3.43
C 0.80 -2.74 -3.23
N 1.78 -3.52 -2.81
O 0.54 0.14 -2.25
Si 1.05 0.84 -0.74
C 2.33 -0.35 0.06
C 3.74 0.33 0.53
C 3.93 0.48 2.16
C 3.67 -0.92 3.00
C 3.10 1.74 2.82
C -0.33 1.17 0.55
O -1.54 1.83 0.04
N -2.38 1.83 1.12
O -2.80 2.96 1.34
C 1.81 2.59 -1.18
F 3.01 2.38 -2.08
F 2.23 3.36 0.04
C 0.79 3.57 -2.01
F -0.24 4.25 -1.13
F 1.64 4.70 -2.54
F 0.16 2.95 -3.20
H -6.33 -0.24 1.09
H -6.64 -1.26 -0.54
H -5.43 -1.97 0.81
H -3.67 -0.39 0.49
H -4.77 0.94 -0.47
H -2.54 -0.15 -3.72
H -2.47 1.04 -2.26
H -1.62 -1.49 0.24
H 0.18 -2.12 0.10
H -1.17 -4.04 -1.71
H -0.81 -4.23 0.13
H -3.31 -3.76 -1.18
H 1.79 -0.92 0.93
H 2.61 -1.16 -0.77
H 4.61 -0.41 0.17
H 3.99 1.37 0.05
H 5.09 0.74 2.33
H 4.16 -0.81 4.08
H 2.50 -0.97 3.19
H 4.03 -1.87 2.42
H 2.78 1.43 3.93
H 3.80 2.69 2.96
H 2.13 2.04 2.24
H -0.65 0.22 1.19
H 0.14 1.92 1.36
Cu 1.54 0.64 3.86
*
```

natural (NBO) atomic charge list, values in e, 5 entries: -0.64 -0.54 0.18 -1.08 2.11